Entry 1:
ORCA calculation (the ωB97M-V functional and the def2-TZVPD basis) on an isolated ion of composition C14H17F8N2O2 and charge +1 in a non-equilibrium geometry.

As for the total charge: +1. The value obtained for the frontier orbital gap is 8.963 eV.

CARTESIAN COORDINATES (ANGSTROEM)
C -0.62 -4.39 1.65
C -1.62 -4.67 0.54
O -2.54 -5.67 0.87
C -2.35 -3.38 0.07
C -1.60 -2.77 -1.07
C -1.99 -2.98 -2.34
C -1.25 -2.44 -3.36
N -0.19 -1.69 -3.17
N 0.15 -1.50 -1.92
C 1.36 -0.65 -1.70
C 1.02 0.47 -0.71
O 1.88 1.54 -0.99
C 2.13 2.36 0.12
C 2.17 3.85 -0.28
F 3.33 4.44 0.08
F 2.07 3.93 -1.62
C 1.00 4.68 0.29
F 1.00 5.87 -0.32
F -0.16 4.06 -0.03
C 1.09 4.95 1.81
F 1.75 6.08 2.03
F 1.75 3.95 2.44
C -0.32 5.08 2.43
F -0.84 3.86 2.63
F -0.20 5.69 3.62
C -0.47 -2.00 -0.88
H -1.10 -3.86 2.47
H 0.18 -3.75 1.28
H -0.18 -5.32 1.98
H -1.03 -5.03 -0.31
H -2.49 -5.86 1.81
H -2.40 -2.66 0.89
H -3.35 -3.65 -0.25
H -2.87 -3.57 -2.57
H -1.55 -2.64 -4.37
H 2.19 -1.26 -1.38
H 1.57 -0.16 -2.64
H -0.02 0.78 -0.81
H 1.21 0.10 0.31
H 1.34 2.24 0.87
H 3.07 2.12 0.62
H -0.99 5.69 1.82
H -0.13 -1.83 0.12

***

Entry 2:
ORCA calculation (the ωB97M-V functional and the def2-TZVPD basis) on C29H56O14S4 as an isolated structure in a non-equilibrium geometry.

As for the total charge: 0. The value obtained for the frontier orbital gap is 8.721 eV. The value obtained for the relative energy (zero: lowest compared OMol25 entry of this formula, charge and spin) is 26.983 eV.

CARTESIAN COORDINATES (ANGSTROEM)
C 0.17 14.75 -3.20
C -0.10 15.20 -1.73
C 0.76 14.55 -0.72
O 0.89 15.56 0.25
C 0.61 16.71 -0.31
O 0.94 17.80 0.16
O 0.11 16.56 -1.46
H -0.57 15.24 -3.84
H 0.10 13.66 -3.28
H 1.20 15.02 -3.43
H -1.10 14.94 -1.38
H 1.72 14.31 -1.16
H 0.33 13.65 -0.29
C 3.81 10.15 -3.11
C 4.61 10.43 -1.81
O 5.83 10.50 -1.90
C 3.93 10.30 -0.51
H 3.53 9.10 -3.10
H 4.52 10.18 -3.94
H 2.97 10.83 -3.28
H 4.58 10.40 0.36
H 3.45 9.32 -0.47
H 3.09 10.98 -0.46
C 1.41 14.87 -5.92
C 2.90 15.15 -5.61
O 3.71 14.25 -5.56
C 3.31 16.59 -5.44
H 1.11 13.83 -6.04
H 1.18 15.21 -6.93
H 0.73 15.36 -5.22
H 4.25 16.75 -4.92
H 2.49 17.11 -4.95
H 3.46 17.06 -6.42
C 4.40 14.09 2.60
C 5.34 13.81 1.42
O 5.82 14.69 0.69
C 5.73 12.34 1.16
H 3.49 13.51 2.42
H 4.16 15.15 2.73
H 4.85 13.75 3.53
H 5.35 11.69 1.95
H 6.80 12.26 1.32
H 5.61 12.01 0.13
C 1.77 12.92 -4.24
C 2.36 12.32 -5.55
C 1.90 10.87 -5.58
S 0.28 10.79 -4.71
O 0.45 9.76 -3.65
O -0.76 10.67 -5.76
C 0.33 12.53 -4.11
H 1.98 13.99 -4.23
H 2.32 12.53 -3.38
H 3.44 12.33 -5.51
H 1.96 12.77 -6.46
H 2.50 10.15 -5.03
H 1.84 10.39 -6.56
H -0.17 12.55 -3.14
H -0.28 13.04 -4.85
C 4.60 13.16 -3.49
C 5.43 14.20 -2.81
C 5.43 13.72 -1.38
S 3.57 13.43 -0.96
O 2.92 14.67 -0.69
O 3.37 12.29 -0.08
C 3.27 13.01 -2.72
H 5.07 12.18 -3.51
H 4.34 13.45 -4.50
H 4.89 15.15 -2.82
H 6.35 14.49 -3.32
H 5.99 14.24 -0.60
H 5.76 12.69 -1.30
H 2.58 13.77 -3.07
H 2.98 11.96 -2.69
C 3.40 17.83 -3.46
C 3.50 16.30 -3.04
C 3.71 16.39 -1.56
S 4.88 17.77 -1.27
O 6.29 17.36 -1.31
O 4.40 18.68 -0.16
C 4.59 18.60 -2.90
H 2.51 18.27 -3.01
H 3.40 18.07 -4.53
H 4.42 15.84 -3.42
H 2.67 15.70 -3.41
H 3.95 15.52 -0.95
H 2.82 16.83 -1.12
H 5.42 18.35 -3.56
H 4.43 19.66 -2.75
C 6.30 12.39 -4.90
C 7.49 13.36 -5.05
C 8.78 12.73 -4.51
S 8.33 11.19 -3.60
O 8.79 11.14 -2.22
O 8.54 10.05 -4.52
C 6.54 11.64 -3.57
H 6.28 11.67 -5.71
H 5.35 12.90 -5.07
H 7.30 14.25 -4.45
H 7.66 13.72 -6.06
H 9.25 13.42 -3.81
H 9.61 12.56 -5.20
H 6.47 12.23 -2.66
H 5.85 10.83 -3.32

***

Entry 3:
ORCA calculation (the ωB97M-V functional and the def2-TZVPD basis) on C27H44IN8OS2Sc as an isolated structure in a non-equilibrium geometry.

As for the total charge: +2. The value obtained for the frontier orbital gap is 8.321 eV.

CARTESIAN COORDINATES (ANGSTROEM)
Sc 0.80 0.27 -0.72
C 2.22 -0.85 5.07
C 0.82 -0.37 4.72
N 0.13 -1.27 3.82
C -0.65 -2.33 4.45
C -2.10 -1.92 4.66
C 0.20 -1.17 2.50
S 1.34 -0.05 1.82
N -0.57 -2.01 1.80
C -0.82 -2.01 0.51
O -0.47 -1.08 -0.32
C -1.63 -3.13 0.02
C -2.25 -4.03 0.90
C -3.05 -5.04 0.41
C -3.24 -5.18 -0.96
C -2.60 -4.32 -1.84
C -1.80 -3.30 -1.36
H 2.66 -0.16 5.79
H 2.85 -0.88 4.19
H 2.19 -1.84 5.51
H 0.89 0.61 4.23
H 0.22 -0.28 5.63
H -0.18 -2.57 5.41
H -0.61 -3.22 3.81
H -2.17 -0.97 5.18
H -2.61 -2.67 5.27
H -2.62 -1.85 3.71
H -2.11 -3.92 1.97
H -3.55 -5.71 1.09
H -3.88 -5.96 -1.33
H -2.74 -4.44 -2.90
H -1.30 -2.63 -2.04
I 2.74 -2.32 -1.02
C 3.90 -0.54 -0.78
C 5.27 -0.62 -0.69
C 5.98 0.57 -0.56
C 5.27 1.76 -0.53
C 3.89 1.73 -0.60
N 3.19 0.59 -0.73
H 5.78 -1.58 -0.71
H 7.05 0.55 -0.48
H 5.78 2.71 -0.44
H 3.31 2.64 -0.55
C 1.28 3.41 -2.89
N 0.65 2.56 -3.88
C -0.57 3.09 -4.46
C 0.90 1.22 -3.95
N 1.10 0.47 -2.88
N 0.94 0.72 -5.20
C 1.34 1.54 -6.34
C 0.79 -0.69 -5.48
H 1.59 4.33 -3.39
H 2.17 2.91 -2.51
H 0.61 3.68 -2.07
H -1.40 2.99 -3.75
H -0.83 2.56 -5.37
H -0.44 4.14 -4.69
H 1.43 -0.45 -3.20
H 1.70 2.50 -5.99
H 0.52 1.69 -7.03
H 2.15 1.03 -6.87
H 0.04 -1.13 -4.82
H 1.74 -1.24 -5.38
H 0.45 -0.80 -6.51
C -3.28 1.17 -0.54
N -2.71 1.20 0.79
C -3.22 0.16 1.66
C -1.60 1.91 1.04
S -0.62 2.41 -0.29
N -1.28 2.31 2.27
C -0.03 3.01 2.53
C -2.19 2.34 3.39
H -4.32 0.88 -0.45
H -2.76 0.45 -1.19
H -3.22 2.16 -0.99
H -3.24 -0.79 1.11
H -4.23 0.38 1.99
H -2.57 0.03 2.52
H 0.77 2.64 1.88
H 0.24 2.85 3.57
H -0.15 4.09 2.36
H -3.22 2.18 3.07
H -2.13 3.32 3.86
H -1.92 1.58 4.13

***

Entry 4:
ORCA calculation (the ωB97M-V functional and the def2-TZVPD basis) on a 2-piece molecular cluster, C3H11N3 overall in a non-equilibrium geometry.

As for the total charge: 0. The value obtained for the frontier orbital gap is 8.797 eV. The value obtained for the relative energy (zero: lowest compared OMol25 entry of this formula, charge and spin) is 1.879 eV.

CARTESIAN COORDINATES (ANGSTROEM)
C 1.43 2.01 1.53
C 1.88 1.97 0.08
N 0.98 1.15 -0.76
H 2.23 2.40 2.16
H 1.21 0.98 1.82
H 0.60 2.68 1.73
H 2.83 1.44 -0.03
H 1.75 2.96 -0.34
H 0.22 0.50 -0.66
H 1.10 1.32 -1.75
N -2.05 -3.31 -1.27
C -1.99 -2.34 -0.26
N -1.00 -1.58 -0.01
H -2.91 -3.80 -1.05
H -1.98 -3.10 -2.25
H -2.96 -2.17 0.23
H -1.34 -1.11 0.84

***

Entry 5:
ORCA calculation (the ωB97M-V functional and the def2-TZVPD basis) on a 2-piece molecular cluster, C2H5FIN overall in a non-equilibrium geometry.

As for the total charge: 0. The value obtained for the frontier orbital gap (alpha / beta) is 8.853 / 6.923 eV. The value obtained for the relative energy (zero: lowest compared OMol25 entry of this formula, charge and spin) is 5.984 eV.

CARTESIAN COORDINATES (ANGSTROEM)
C 0.60 -1.02 0.46
C -0.56 -0.15 0.91
N -0.89 1.62 -1.25
F 0.04 2.36 -0.51
I -0.15 0.32 -2.70
H 1.50 -0.88 1.07
H 0.39 -2.03 0.22
H 0.86 -0.44 -0.43
H -1.51 -0.44 0.71
H -0.28 0.65 1.52

***

Entry 6:
ORCA calculation (the ωB97M-V functional and the def2-TZVPD basis) on a 2-piece molecular cluster, CH9N3 overall in a non-equilibrium geometry.

As for the total charge: 0. The value obtained for the frontier orbital gap is 10.392 eV. The value obtained for the relative energy (zero: lowest compared OMol25 entry of this formula, charge and spin) is 0.829 eV.

CARTESIAN COORDINATES (ANGSTROEM)
N -2.32 -1.65 1.35
H -2.20 -0.74 0.88
H -2.96 -2.22 0.81
H -1.41 -2.09 1.42
N 1.25 1.93 0.05
C 0.51 0.76 -0.34
N 0.84 -0.41 -1.22
H 2.13 1.69 0.57
H 1.44 2.60 -0.65
H 0.33 0.21 0.67
H -0.38 1.26 -0.88
H 1.40 -0.28 -1.99
H 1.36 -1.06 -0.68